(1)
21
Properties=species:S:1:pos:R:3:lowdin_charge:R:1 method="wB97M-V/def2-TZVPD" e_homo_ha=-0.321 smiles=C[C@H]1C[C@@]12CCNC2 gap_ev=9.7682
H 0.80959 2.90132 -0.70428 0.081
C -0.12059 -0.23146 0.19476 -0.312
C 0.28427 -1.49158 0.94785 -0.039
C -0.10584 -2.43408 -1.59584 -0.089
H -1.65202 1.05959 -0.34445 0.118
C 0.81991 2.16512 0.05540 -0.225
H -0.53719 -3.48262 -1.52574 0.094
N -0.33919 2.14168 0.92392 -0.082
C 0.96980 0.71239 -0.55939 -0.087
H -1.60487 -1.55888 -0.15296 0.117
H -1.79977 0.70755 1.43355 0.095
H 1.85893 0.14289 -0.27316 0.086
H 1.00342 -2.57524 -1.53079 0.087
H 1.27494 -1.74598 0.75263 0.074
H -0.38090 -1.96955 -2.53265 0.065
H -0.21498 -1.59996 1.86744 0.082
H 1.04028 0.81798 -1.67726 0.109
C -0.54368 -1.67554 -0.39782 -0.247
C -1.14916 0.90839 0.62210 -0.130
H 1.61391 2.45218 0.73722 0.102
H 0.03476 2.13952 1.88075 0.102

(2)
51
Properties=species:S:1:pos:R:3:lowdin_charge:R:1 method="wB97M-V/def2-TZVPD" e_homo_ha=-0.164 total_charge=-1 gap_ev=6.7221
C 2.21989 -0.41825 1.83626 -0.159
F -4.96960 3.46306 -1.76676 0.102
C 3.14286 0.48651 -3.85114 -0.150
H 3.32248 1.08480 0.79998 0.127
C -2.60428 -4.22815 2.65788 -1.005
C 2.38562 0.79027 -1.54132 -0.217
H -3.46427 -4.88003 2.74972 0.019
C 1.19526 -2.56355 2.06398 -0.130
H 0.26511 -3.12084 1.97983 0.034
C -3.06084 0.59053 -0.66290 -0.219
C 2.70547 -0.01712 -2.64913 -0.207
H -0.87386 -1.38279 2.66665 0.069
N 0.95322 -1.15584 1.71615 -0.241
H 1.68783 1.59446 1.19430 0.097
N 1.85129 0.20715 -0.42100 -0.039
C 3.29680 1.85510 -4.00845 -0.150
H 1.90194 -2.99949 1.35975 0.079
Cl -2.96927 -2.96113 1.48145 0.562
C 2.64668 2.15390 -1.71544 -0.140
S -0.06103 -3.00559 -0.67594 0.162
H -1.73055 -4.77254 2.31743 0.021
C -4.01560 1.34213 -1.30938 -0.152
S -0.57745 0.03048 -2.50478 0.245
H 0.31676 -0.47941 3.62649 0.129
F -3.18151 4.62154 -0.06787 0.101
C -0.08237 -0.63593 2.61506 -0.181
H -1.58602 0.86551 2.65865 0.132
Al 0.15300 -0.73631 -0.35587 -0.223
F -1.31339 3.18230 1.15588 0.085
H 1.57990 -2.65532 3.08739 0.100
C -2.17814 2.53173 0.35059 -0.133
C -3.13790 3.29930 -0.28627 -0.151
F 2.41486 3.02184 -0.71027 0.087
F 3.45413 -0.33155 -4.86322 0.109
C -0.69804 0.62989 2.06076 -0.200
S -1.29634 -3.08518 -2.33340 -0.061
F 3.68846 2.37039 -5.18325 0.099
C -4.05129 2.71567 -1.13916 -0.150
F -3.14872 -0.73946 -0.74036 0.045
H 3.02065 -1.10490 1.56064 0.124
H 2.38434 -0.08790 2.87005 0.127
N -1.08175 0.33861 0.68535 -0.025
F 3.25052 4.00142 -3.05101 0.100
H -0.01822 1.47922 2.15688 0.095
Cl -2.25031 -3.56124 4.26225 0.492
F -4.93857 0.74570 -2.06959 0.114
F 2.63011 -1.33950 -2.49122 0.078
C 3.07017 2.67761 -2.92534 -0.149
C 2.28428 0.74263 0.85881 -0.204
S -0.47839 -1.70961 -3.59776 -0.046
C -2.05392 1.14987 0.14862 -0.201

(3)
18
Properties=species:S:1:pos:R:3:lowdin_charge:R:1 method="wB97M-V/def2-TZVPD" e_homo_ha="-0.483 / -0.483" total_charge=+1 gap_ev="6.3998 / 6.3983"
C -0.54370 -0.41059 0.46035 -0.344
H -2.16971 0.01798 -0.84287 0.129
C 0.34732 0.88514 -2.26540 0.075
O 1.91711 1.80241 0.56326 -0.419
H 0.42974 1.09466 1.45249 0.024
H -0.52510 0.37018 -1.76206 0.029
C -1.19842 -0.50968 -0.72637 -0.049
H -0.68274 0.32495 2.44918 0.115
C -0.56538 0.71874 1.41970 -0.046
H -0.43883 -2.34996 1.59518 0.087
N 1.32284 0.86909 -1.58139 -0.229
H -1.08707 -1.33566 -1.35760 0.081
H 0.59609 -2.29706 0.25427 0.065
H 0.31527 1.35453 -3.25895 0.157
C 0.15635 -1.67799 0.99307 -0.048
H 0.88834 -1.45831 1.86722 0.117
H -1.21131 1.60069 1.26726 0.112
S 2.44921 1.00088 -0.52733 1.143

(4)
83
Properties=species:S:1:pos:R:3:lowdin_charge:R:1 method="wB97M-V/def2-TZVPD" e_homo_ha=-0.429 total_charge=+1 gap_ev=7.4552
H -3.04357 4.39669 -3.70881 0.077
O 1.32243 -2.49531 -3.77181 -0.037
H 2.73243 0.60369 -2.08581 0.088
H 3.65343 -0.12031 0.72719 -0.005
H -0.16857 -1.64831 -1.12281 0.068
C 0.23643 0.21569 1.80919 -0.026
C -0.41957 -0.11731 0.43619 -0.395
H -2.76557 -1.82031 -1.34181 -0.009
O -2.44157 -2.70531 -1.30081 -0.037
O 2.21743 0.49169 4.33919 -0.032
O -3.36557 -0.08131 2.23719 -0.047
H 2.97743 -3.28831 0.70619 0.046
H 3.70643 2.93669 2.70919 0.059
C -2.11857 3.94369 -3.46281 -0.072
H 0.44743 -5.37231 -0.24181 0.048
H -0.12857 -3.17931 3.26619 0.069
C 0.30043 -1.44631 -0.17181 -0.004
O 2.04343 2.76469 -0.13581 0.015
O -0.19557 -4.68931 -0.04081 -0.025
In 0.58343 2.36969 -1.60081 0.892
H 2.08143 2.07569 0.52819 0.056
O 3.48943 -0.12331 -0.21981 -0.041
H 3.14643 -3.40531 -1.87181 0.054
O -0.68357 3.63369 -0.39081 -0.047
H 2.07443 -2.49631 -1.54881 -0.015
H -1.25457 -2.89531 1.82519 -0.030
H -2.12257 4.44969 -2.54681 0.041
H -1.43357 -0.34431 0.57119 0.066
O -0.94857 2.06269 -2.79681 -0.268
H 4.32443 2.23169 1.69519 0.076
O -0.05657 0.90469 -0.47481 -0.279
H 1.68843 0.44069 -3.22181 0.093
O 0.37343 -3.63231 2.55519 -0.066
H -0.23057 1.08469 2.30219 0.053
O -1.37157 -1.50431 -3.93581 -0.009
O -2.75457 2.29269 0.74919 -0.001
H -2.88957 2.45869 -2.25681 0.141
O -1.33157 0.39169 4.68519 -0.053
H -2.87957 2.87169 1.49019 0.055
O -0.20257 3.05469 3.66519 -0.047
H -2.19957 0.17169 -0.96381 -0.032
H 1.24043 -3.25031 2.34619 0.004
H -1.60657 -1.65231 -3.03081 -0.019
O 3.68543 2.04569 2.39719 -0.022
H 1.36343 0.79469 3.99019 0.019
H -0.97057 3.56569 3.37919 0.041
H 0.00943 -0.63631 2.44419 0.071
H 4.73543 -0.35731 2.53819 0.103
H -1.55757 3.39569 -0.04681 0.044
H -4.26657 -0.25031 2.04619 0.042
O -2.87757 0.04869 -1.56181 0.010
H -2.97057 -3.28831 -1.86881 0.092
H -2.78657 -0.88931 2.12919 0.038
H 3.58243 -1.03331 -0.47581 0.007
H -1.29657 4.23869 -4.10181 0.095
H 2.12743 3.58869 0.37919 0.122
H -2.53257 0.54969 -2.29581 -0.003
H 0.77643 -3.22231 -3.44981 0.071
H 3.18543 -0.37131 2.85419 -0.022
H -2.01057 -2.63131 0.52719 -0.008
H -0.67757 2.23369 3.66719 -0.033
H -0.64757 4.61569 -0.22881 0.132
H -3.12657 0.66869 -4.03081 0.084
H -1.49957 -0.42531 4.18419 0.031
H 1.25943 0.47569 1.95019 0.042
H 2.86943 1.15169 4.11519 0.015
O -2.12257 -2.75131 1.47519 -0.032
H 1.31743 -1.16931 -0.32281 0.037
H 3.22043 -2.49331 2.00819 -0.022
H 0.22643 -2.28831 0.48519 0.026
O 2.87843 -2.81131 -1.19881 -0.009
H 0.18143 -3.94831 0.38119 -0.058
H -2.60557 1.44269 1.11419 -0.010
H 1.88543 -2.76031 -4.50981 0.076
H -3.56357 2.26069 -4.90581 0.083
C -2.79057 1.67169 -4.42181 0.008
H -0.46457 -1.65831 -4.02381 -0.045
O 1.87943 0.92169 -2.42881 0.023
C -2.23657 2.48269 -3.16781 -0.506
O 2.93643 -3.33831 1.70319 -0.045
H -1.00757 -0.05831 5.49819 0.080
O 3.88343 -0.84231 2.45319 -0.035
H -2.01857 1.49269 -5.07981 0.050

(5)
112
Properties=species:S:1:pos:R:3:lowdin_charge:R:1 method="wB97M-V/def2-TZVPD" e_homo_ha=-0.355 total_charge=+1 gap_ev=2.3223
H 2.51756 -2.55218 2.35474 0.134
H 4.50392 3.90366 1.79677 0.104
H -4.16853 -0.76848 2.57852 0.126
H 5.60787 0.16167 -1.15242 0.088
H 3.34177 1.45876 4.78606 0.074
N -2.75968 0.05608 -0.48910 0.028
H -4.53216 1.30126 -0.61697 0.129
H 0.94331 5.62291 -2.62959 0.130
C -4.86488 0.57231 -4.34950 -0.134
C -3.96257 -6.02773 0.55829 -0.113
O -0.57803 -1.15391 -3.07557 -0.413
C 2.77289 -1.54663 2.00993 -0.167
C 3.81372 -1.80493 0.86415 -0.159
H 1.96228 1.36083 6.02249 0.098
H -1.81173 0.20342 -0.87912 0.022
H 5.16575 5.00945 -0.94642 0.127
C 2.67277 0.83481 5.37932 -0.084
O 1.94155 -0.07097 4.58395 -0.204
H -3.65807 -6.42998 1.53058 0.091
H 6.07116 4.79962 1.45199 0.134
O -0.33382 0.26231 -1.22437 -0.386
H -2.75478 -4.50988 2.18362 0.115
C -0.50412 3.51101 -2.35488 -0.115
H 1.41528 1.29597 3.22553 0.083
H 0.68537 5.56151 -0.82823 0.119
C 4.58780 4.97501 -0.02305 -0.167
H -0.70624 2.43890 -2.32549 0.061
H -4.75923 0.56515 1.71708 0.118
O -4.61231 0.40174 -2.98061 -0.160
S -0.25408 3.51731 1.59550 0.543
C 0.62792 -0.67689 2.64085 -0.154
H -6.89213 -0.40675 0.99264 0.092
C 1.13129 5.08223 -1.70042 -0.186
N 1.38225 3.27808 1.74211 -0.334
O -1.15981 2.77917 2.40846 -0.233
H 2.74966 6.37165 -1.42249 0.128
H -4.89371 -6.53280 0.30737 0.091
O -3.97181 -4.62877 0.57893 -0.161
H 7.00268 2.79165 2.30480 0.095
H -2.67732 1.01264 -3.09967 0.106
H 0.26476 -5.46625 -1.39697 0.116
H 0.12288 0.80465 4.19338 0.133
H -5.38509 1.47720 -4.68639 0.086
S 1.44954 4.22283 2.99069 0.433
O 1.82026 5.57937 2.73321 -0.242
H 5.86618 -1.61479 -0.71336 0.098
O 0.61821 4.00070 4.13942 -0.225
H 3.27842 -0.97432 2.78470 0.121
H -0.27069 -0.30496 2.14553 0.099
S 0.22270 -0.91787 -1.88484 0.133
H -1.99524 -4.62847 -5.41282 0.080
N -1.27311 -4.05011 -0.83530 -0.021
H -2.40724 0.74551 1.50555 0.104
H -6.78588 -2.12901 0.64021 0.093
O -2.30407 -4.83545 -3.50717 -0.189
C -6.30996 -1.31266 1.18466 -0.119
Sn 1.37137 -0.98429 -5.12791 1.492
H -6.32596 -1.64416 2.22861 0.091
C -1.47719 -4.49661 0.53383 -0.215
C 2.66537 5.28346 -1.49907 -0.195
H 6.87495 1.37205 1.32895 0.087
H -1.35134 -6.05505 -1.46684 0.100
O -4.99916 -1.18665 0.76521 -0.190
H 3.15307 5.02012 -2.43846 0.120
H 4.55772 -1.13043 -1.70670 0.075
O 4.49052 -0.60617 0.37875 -0.295
C -4.19175 -0.36150 1.56103 -0.233
N 3.18230 4.56783 -0.33177 -0.083
H 4.51631 6.00256 0.34355 0.129
H -5.66557 -0.10689 -4.64972 0.090
C -2.80795 -0.12070 0.96618 -0.168
H -2.23368 -0.96332 1.35029 0.088
O 5.89461 2.96594 0.55959 -0.197
C 0.99269 0.38977 3.67228 -0.216
H 1.13278 -1.27567 0.77798 0.058
N 1.59937 -0.81642 1.55444 -0.060
O -0.66121 4.82650 1.09550 -0.250
F 2.83491 3.51783 3.50465 -0.225
O 0.82175 3.69877 -1.89500 -0.296
C 5.16570 -0.78991 -0.86184 -0.123
C -2.70745 -5.19662 -4.80549 -0.094
C -3.58362 1.26963 -2.54350 -0.208
H -3.73411 -4.97959 -5.09481 0.090
C -0.95537 -5.01369 -3.21457 -0.233
H -1.30369 -5.57191 0.60720 0.101
H 0.38366 -1.65536 3.06165 0.135
H -3.86108 2.30721 -2.75488 0.122
O 1.54750 -0.55133 -2.39534 -0.596
H -3.22072 -6.33103 -0.18587 0.070
H -0.60750 -5.96256 -3.63347 0.118
C -3.51842 1.18201 -0.99902 -0.159
H 5.53303 1.77888 2.33691 0.086
C 5.26941 4.16910 1.06517 -0.197
H -1.22121 4.06444 -1.74933 0.101
O 0.46327 -2.02261 -0.97864 -0.310
H -0.56653 -3.30871 -0.81782 0.029
C -0.75193 -5.16437 -1.66684 -0.173
C 6.29687 2.22305 1.69461 -0.126
H -2.75254 -2.99261 1.31641 0.094
H 3.27451 0.30083 6.11540 0.088
H 3.44296 -2.47527 0.08983 0.126
H -0.38996 -4.14280 -3.56921 0.094
H -0.71332 3.69212 -3.41425 0.097
Sn 2.39005 1.53906 -0.48863 1.692
H -0.64049 -4.10089 1.12283 0.112
H 4.61906 -2.23473 1.46526 0.126
F -0.37992 2.66431 0.17179 -0.283
H 2.59673 4.62563 0.49074 0.046
C -2.82368 -4.06705 1.18245 -0.185
H -3.95458 0.44381 -4.93979 0.080
H -2.64210 -6.28772 -4.85802 0.091
H -2.98194 2.07618 -0.65064 0.115